Record 1
Formula: C27H21N3O2PPt
Source: the OMol25 dataset
Level of theory: ωB97M-V with the def2-TZVPD basis set

Structure (ORCA input):
```
! RIJCOSX wB97M-V def2-TZVPD def2/J DEFGRID3
* xyz 1 1
Pt 0.535 1.250 1.157
N 2.432 0.660 -1.043
P 0.992 -0.113 -0.534
C -0.190 0.251 -1.856
C -0.646 1.566 -1.992
C -1.532 1.892 -3.002
C -1.980 0.909 -3.878
C -1.535 -0.396 -3.746
C -0.641 -0.729 -2.738
C 1.361 -1.880 -0.628
C 2.641 -2.327 -0.950
C 2.911 -3.686 -1.011
C 1.906 -4.608 -0.763
C 0.624 -4.171 -0.457
C 0.351 -2.815 -0.389
C 3.128 1.468 -0.172
C 4.410 1.944 -0.434
C 5.040 2.702 0.527
C 4.401 2.966 1.738
C 3.133 2.481 1.925
N 2.504 1.760 0.980
H 2.721 0.645 -2.010
H -0.308 2.336 -1.308
H -1.879 2.912 -3.102
H -2.677 1.165 -4.665
H -1.882 -1.160 -4.429
H -0.294 -1.749 -2.647
H 3.436 -1.620 -1.139
H 3.909 -4.023 -1.254
H 2.118 -5.667 -0.813
H -0.167 -4.887 -0.279
H -0.657 -2.487 -0.172
H 4.893 1.703 -1.371
H 6.035 3.083 0.343
H 4.873 3.551 2.512
H 2.564 2.679 2.822
O -1.827 4.492 1.476
C -1.283 3.415 1.476
O 0.002 3.205 1.508
C -2.133 2.158 1.476
C -3.527 2.254 1.591
C -4.248 1.106 1.735
C -3.578 -0.136 1.829
C -4.267 -1.346 2.080
C -3.581 -2.516 2.235
C -2.173 -2.520 2.152
C -1.480 -1.371 1.890
C -2.173 -0.160 1.705
N -1.492 1.004 1.455
H -3.960 3.243 1.581
H -5.326 1.133 1.828
H -5.346 -1.319 2.166
H -4.110 -3.436 2.441
H -1.631 -3.445 2.306
H -0.398 -1.369 1.849
*
```

Values from the calculation:
E_HOMO ... -11.6 eV
Energy above the lowest of the compared OMol25 structures with the same formula, charge and spin ... 0.0 kcal per mole
Orbital gap ... 8.2 eV
Max |F| ... 0.72 eV/Å
LUMO level ... -3.374 eV
Electronic energy ... -49438.1994 eV

Record 2
Formula: C4H9NP
Source: the OMol25 dataset
Level of theory: ωB97M-V with the def2-TZVPD basis set

Structure (ORCA input):
```
! RIJCOSX wB97M-V def2-TZVPD def2/J DEFGRID3
* xyz 1 3
C -0.360 -0.038 1.912
C -1.406 -0.559 0.962
C -1.358 -0.149 -0.447
C 0.767 0.760 -0.461
N 1.782 0.133 -1.375
P 1.056 0.660 1.351
H -0.501 -0.171 2.945
H -1.463 -1.674 1.247
H -2.367 -0.238 1.387
H -1.095 -0.801 -1.246
H -1.811 0.719 -0.644
H 0.648 1.710 -0.859
H 1.874 -0.797 -0.947
H 2.737 0.515 -1.434
H 1.496 -0.072 -2.390
*
```

Values from the calculation:
E_HOMO (spin up / spin down) ... -10.7 / -13.5 eV
Energy above the lowest of the compared OMol25 structures with the same formula, charge and spin ... 78.8 kcal per mole
Orbital gap (spin up / spin down) ... 6.5 / 7.1 eV
Max |F| ... 4.17 eV/Å
LUMO level (spin up / spin down) ... -4.219 / -6.371 eV
Electronic energy ... -15059.5321 eV

Record 3
Formula: C29H36N3O8Re
Source: the OMol25 dataset
Level of theory: ωB97M-V with the def2-TZVPD basis set

Structure (ORCA input):
```
! RIJCOSX wB97M-V def2-TZVPD def2/J DEFGRID3
* xyz 1 2
Re 0.555 0.655 -0.147
C 2.778 1.067 -0.581
C 1.957 1.654 -1.588
C 1.125 2.658 -0.943
C 1.487 2.693 0.421
C 2.520 1.725 0.631
C 3.251 1.513 1.913
C 1.030 3.695 1.432
C 0.284 3.703 -1.607
C 2.054 1.401 -3.058
C 3.826 0.011 -0.769
H 4.305 1.319 1.712
H 2.851 0.669 2.477
H 3.183 2.402 2.537
H 1.716 4.546 1.437
H 0.999 3.261 2.427
H 0.033 4.065 1.199
H 0.890 4.598 -1.763
H -0.579 3.967 -1.002
H -0.078 3.372 -2.579
H 2.543 2.249 -3.542
H 1.073 1.278 -3.508
H 2.649 0.515 -3.278
H 4.796 0.498 -0.898
H 3.666 -0.595 -1.658
H 3.904 -0.636 0.105
N -1.493 0.553 0.659
C -2.467 -0.578 0.791
C -2.279 -1.658 -0.254
C -1.061 -2.570 0.007
C 0.017 -2.478 -1.065
N 1.012 -1.411 -0.732
H -1.393 0.987 1.579
H -1.950 1.270 0.085
H -3.466 -0.152 0.709
H -2.368 -1.001 1.792
H -2.205 -1.198 -1.240
H -3.191 -2.257 -0.267
H -1.390 -3.606 0.084
H -0.606 -2.329 0.973
H -0.410 -2.243 -2.038
H 0.550 -3.425 -1.155
H 1.624 -1.302 -1.536
H 1.593 -1.730 0.041
O -0.058 1.241 2.950
C 0.439 0.134 2.794
O 0.985 -0.242 1.647
C 0.404 -0.902 3.851
C 1.043 -2.124 3.681
C 0.991 -3.114 4.666
C 0.280 -2.817 5.801
O 0.079 -3.600 6.886
C -0.726 -2.838 7.797
O -0.980 -1.571 7.186
C -0.355 -1.594 5.976
C -0.311 -0.612 5.029
H 1.594 -2.306 2.769
H 1.485 -4.069 4.547
H -0.183 -2.694 8.730
H -1.666 -3.359 7.971
H -0.795 0.345 5.161
O -2.211 1.950 -1.588
C -1.613 1.129 -2.270
O -0.527 0.499 -1.912
C -2.102 0.759 -3.636
C -3.174 1.451 -4.195
C -3.641 1.112 -5.456
C -3.050 0.076 -6.165
C -1.993 -0.601 -5.587
C -1.507 -0.278 -4.338
N -1.353 -1.715 -6.322
O -1.775 -1.975 -7.425
O -0.440 -2.297 -5.765
H -3.629 2.251 -3.627
H -4.472 1.653 -5.888
H -3.395 -0.213 -7.148
H -0.681 -0.837 -3.927
*
```

Values from the calculation:
E_HOMO (spin up / spin down) ... -10.6 / -10.6 eV
Energy above the lowest of the compared OMol25 structures with the same formula, charge and spin ... 0.0 kcal per mole
Orbital gap (spin up / spin down) ... 8.0 / 6.7 eV
Max |F| ... 0.81 eV/Å
LUMO level (spin up / spin down) ... -2.654 / -3.951 eV
Electronic energy ... -53632.3876 eV

Record 4
Formula: C36H54AsF6O27
Source: the OMol25 dataset
Level of theory: ωB97M-V with the def2-TZVPD basis set

Structure (ORCA input):
```
! RIJCOSX wB97M-V def2-TZVPD def2/J DEFGRID3
* xyz -1 1
As 14.188 18.433 13.234
F 14.088 19.537 11.820
F 15.777 19.123 13.708
F 14.287 17.325 14.626
F 12.627 17.651 12.775
F 15.028 17.221 12.153
F 13.308 19.590 14.380
C 5.983 15.882 12.523
C 6.766 14.569 12.622
C 8.275 14.641 12.449
O 8.792 13.996 13.605
C 7.806 13.755 14.501
O 7.929 13.186 15.568
O 6.597 14.072 13.949
H 6.120 16.134 11.472
H 6.360 16.731 13.094
H 4.925 15.683 12.697
H 6.267 13.901 11.919
H 8.598 15.682 12.479
H 8.647 14.230 11.511
C 14.797 13.475 18.078
C 14.423 12.809 16.748
C 15.591 12.920 15.859
O 15.729 11.550 15.382
C 14.778 10.767 15.986
O 14.544 9.573 15.770
O 14.187 11.455 16.930
H 15.697 12.994 18.460
H 13.984 13.336 18.791
H 15.046 14.536 18.051
H 13.516 13.222 16.305
H 16.570 13.051 16.320
H 15.442 13.580 15.005
C 15.311 20.546 18.884
C 16.789 20.954 18.987
C 17.475 21.420 17.717
O 17.907 22.678 18.081
C 17.447 23.083 19.275
O 17.461 24.209 19.662
O 16.756 22.088 19.809
H 14.780 21.101 18.110
H 14.811 20.469 19.849
H 15.368 19.562 18.419
H 17.317 20.139 19.483
H 16.832 21.344 16.840
H 18.309 20.729 17.596
C 13.266 13.406 9.840
C 12.684 14.607 9.062
C 13.597 15.708 8.439
O 13.230 15.720 7.078
C 12.386 14.788 6.762
O 11.991 14.602 5.622
O 12.149 14.033 7.895
H 13.036 13.467 10.904
H 14.341 13.258 9.732
H 12.814 12.481 9.483
H 11.850 15.122 9.540
H 14.653 15.536 8.647
H 13.248 16.597 8.965
C 8.545 21.081 12.554
C 8.317 21.050 11.036
C 9.624 21.203 10.267
O 9.726 20.022 9.569
C 8.817 19.158 9.859
O 8.713 18.035 9.452
O 7.954 19.738 10.760
H 9.347 20.373 12.763
H 7.634 20.806 13.085
H 8.772 22.081 12.921
H 7.530 21.736 10.723
H 10.453 21.287 10.969
H 9.588 22.104 9.654
C 14.355 22.837 7.580
C 13.744 21.838 6.555
C 12.576 22.389 5.709
O 13.030 22.119 4.405
C 14.249 21.539 4.372
O 14.937 21.285 3.403
O 14.708 21.523 5.632
H 14.630 23.822 7.203
H 15.287 22.386 7.921
H 13.756 23.135 8.441
H 13.519 20.914 7.089
H 12.427 23.449 5.911
H 11.676 21.790 5.853
C 13.409 24.201 13.649
C 14.807 24.213 14.346
C 16.012 24.128 13.426
O 16.749 25.191 13.832
C 16.117 25.967 14.735
O 16.603 26.976 15.197
O 14.947 25.476 14.938
H 12.636 24.237 14.416
H 13.301 23.341 12.988
H 13.276 25.070 13.004
H 14.819 23.435 15.109
H 15.726 24.264 12.383
H 16.404 23.114 13.505
C 19.889 16.531 15.354
C 19.822 16.121 13.887
C 19.792 17.303 12.917
O 21.030 17.230 12.252
C 21.699 16.116 12.599
O 22.771 15.848 12.142
O 20.950 15.328 13.416
H 18.962 17.034 15.627
H 20.727 17.218 15.472
H 20.068 15.643 15.960
H 18.972 15.464 13.700
H 19.708 18.282 13.388
H 19.017 17.231 12.154
C 9.289 19.132 17.727
C 9.233 17.566 17.654
C 10.599 17.020 17.503
O 10.702 16.202 18.709
C 9.529 16.181 19.341
O 9.262 15.502 20.304
O 8.743 17.080 18.870
H 8.264 19.495 17.801
H 9.690 19.613 16.835
H 9.826 19.497 18.602
H 8.480 17.271 16.924
H 11.367 17.774 17.331
H 10.637 16.332 16.658
*
```

Values from the calculation:
E_HOMO ... -9.3 eV
Energy above the lowest of the compared OMol25 structures with the same formula, charge and spin ... 0.0 kcal per mole
Orbital gap ... 10.6 eV
Max |F| ... 3.74 eV/Å
LUMO level ... 1.229 eV
Electronic energy ... -170639.7795 eV

Record 5
Formula: C4H13NO2
Source: the OMol25 dataset
Level of theory: ωB97M-V with the def2-TZVPD basis set

Structure (ORCA input):
```
! RIJCOSX wB97M-V def2-TZVPD def2/J DEFGRID3
* xyz 0 1
C -0.090 -1.823 -0.159
C 0.680 -0.887 -1.097
C 1.669 -0.003 -0.343
N -0.116 -0.110 -2.041
C -0.854 1.053 -1.540
O -2.245 0.795 -1.342
H -0.656 -1.280 0.596
H -0.777 -2.435 -0.739
H 0.602 -2.544 0.278
H 1.295 -1.556 -1.704
H 1.158 0.522 0.484
H 2.414 -0.599 0.184
H 2.045 0.782 -0.986
H -0.799 -0.686 -2.528
H -0.432 1.379 -0.590
H -0.832 1.793 -2.327
H -2.379 0.210 -0.590
O 0.060 1.744 5.054
H -0.775 1.269 5.065
H 0.031 2.376 4.325
*
```

Values from the calculation:
E_HOMO ... -8.9 eV
Energy above the lowest of the compared OMol25 structures with the same formula, charge and spin ... 19.1 kcal per mole
Orbital gap ... 9.4 eV
SMILES string ... CC(C)NCO.O
Max |F| ... 1.46 eV/Å
LUMO level ... 0.468 eV
Electronic energy ... -9943.3703 eV

Record 6
Formula: C3H3BrF2O
Source: the OMol25 dataset
Level of theory: ωB97M-V with the def2-TZVPD basis set

Structure (ORCA input):
```
! RIJCOSX wB97M-V def2-TZVPD def2/J DEFGRID3
* xyz 0 1
C 0.232 -0.029 -0.832
C 0.242 1.270 -0.126
C -0.356 -1.495 0.491
O 0.450 -0.316 -1.932
F -1.578 -1.066 0.861
F 0.480 -1.305 1.499
Br 0.454 2.836 -1.303
H 0.945 1.264 0.687
H -0.710 1.311 0.642
H -0.158 -2.470 0.011
*
```

Values from the calculation:
E_HOMO ... -9.1 eV
Energy above the lowest of the compared OMol25 structures with the same formula, charge and spin ... 46.8 kcal per mole
Orbital gap ... 9.5 eV
Max |F| ... 5.31 eV/Å
LUMO level ... 0.411 eV
Electronic energy ... -80682.1307 eV